--- 1 ---
Density functional theory data (ωB97M-V/def2-TZVPD) for a 2-piece molecular cluster, C4H13NOS overall.

XYZ file:
```
20
Properties=species:S:1:pos:R:3
S 2.78 2.23 -0.30
O -3.16 -1.48 -0.69
N -0.47 -0.45 0.53
C -0.92 -1.65 1.34
C 0.92 -0.42 -0.06
C 0.67 0.58 -1.14
C 0.96 1.99 -0.54
H -0.79 -2.57 0.67
H 0.60 2.80 -1.33
H 1.36 -1.28 -0.62
H -0.12 -1.87 2.04
H -2.32 -0.88 -0.60
H 1.36 0.40 -2.04
H -0.40 0.66 -1.57
H 2.86 3.38 0.42
H -0.42 0.36 1.20
H -1.88 -1.51 1.94
H 0.46 2.19 0.43
H -3.00 -2.41 -0.50
H 1.52 -0.07 0.83
```

**Molecular weight**: 123.2 g/mol
**Net charge**: +1
**Kohn-Sham gap (alpha / beta)**: 9.74 / 4.11 eV
**HOMO level (alpha / beta)**: -13.16 / -12.81 eV
**LUMO (alpha / beta)**: -0.1256 / -0.3199 Ha
**Multiplicity**: 2

Atom charges from the Löwdin analysis, given in e for atoms 1 to 6: S 0.74; O -0.08; N 0.07; C -0.03; C -0.18; C -0.27

***

--- 2 ---
Density functional theory data (ωB97M-V/def2-TZVPD) for a 2-piece molecular cluster, C4H13NOS overall.

XYZ file:
```
20
Properties=species:S:1:pos:R:3
S 0.02 2.41 -0.48
O 0.92 -0.06 3.36
N -0.65 -2.04 0.97
C 0.28 -0.46 -0.70
C -0.07 0.76 0.23
C 0.27 2.42 -2.29
C -0.63 -1.65 -0.44
H -1.61 -2.02 1.30
H 1.36 -0.60 -0.60
H -1.65 -1.36 -0.71
H -0.52 3.04 -2.72
H -1.09 0.52 0.52
H -0.30 -2.98 1.11
H 0.05 -0.13 -1.73
H 0.53 0.24 4.17
H -0.40 -2.44 -1.16
H 1.25 -0.92 3.27
H 0.62 0.85 1.07
H 0.37 1.49 -2.84
H 1.23 2.94 -2.35
```

**Molecular weight**: 123.2 g/mol
**Net charge**: +1
**Kohn-Sham gap (alpha / beta)**: 9.97 / 5.22 eV
**HOMO level (alpha / beta)**: -13.04 / -13.03 eV
**LUMO (alpha / beta)**: -0.1127 / -0.2871 Ha
**Multiplicity**: 2

Atom charges from the Löwdin analysis, given in e for atoms 1 to 6: S 1.18; O -0.03; N 0.01; C -0.22; C -0.41; C -0.27

***

The energy of each structure relative to the most stable one, in eV, is as follows: 1 2.086; 2 0.000.

***

--- 1 ---
Density functional theory data (ωB97M-V/def2-TZVPD) for a 2-piece molecular cluster, C3H5ClN2 overall.

XYZ file:
```
11
Properties=species:S:1:pos:R:3
Cl 2.00 -0.56 -0.41
N -0.32 -1.30 0.66
N 0.48 2.19 2.30
C -0.37 0.36 -1.24
C 0.52 1.35 1.55
C 0.29 -0.30 -0.02
H 0.11 -1.61 1.47
H -1.15 -1.76 0.40
H -0.56 -0.30 -2.01
H -1.22 0.80 -0.90
H 0.22 1.11 -1.79
```

**Molecular weight**: 104.5 g/mol
**Kohn-Sham gap**: 9.44 eV
**HOMO level**: -10.07 eV
**LUMO**: -0.0235 Ha

Atom charges from the Löwdin analysis, given in e for atoms 1 to 6: Cl 0.65; N 0.09; N -0.05; C -0.10; C -0.24; C -0.76

***

--- 2 ---
Density functional theory data (ωB97M-V/def2-TZVPD) for the molecule C3H5ClN2.

XYZ file:
```
11
Properties=species:S:1:pos:R:3
Cl -3.57 -0.01 -0.12
N 1.55 -0.79 -0.13
N 0.76 1.38 -0.14
C -0.80 -0.51 0.01
C -1.78 0.29 0.17
C 0.55 0.11 -0.06
H -1.78 1.44 0.20
H -0.82 -1.52 -0.25
H 1.54 -1.68 0.49
H 1.77 1.64 0.15
H 2.59 -0.35 -0.33
```

**Molecular weight**: 104.5 g/mol
**Kohn-Sham gap**: 10.14 eV
**HOMO level**: -9.41 eV
**LUMO**: 0.0267 Ha
**SMILES**: [H]/N=C(N)/C=C/Cl

Atom charges from the Löwdin analysis, given in e for atoms 1 to 6: Cl 0.49; N 0.05; N 0.08; C -0.14; C -0.47; C -0.58

***

The energy of each structure relative to the most stable one, in eV, is as follows: 1 1.245; 2 0.000.

***

--- 1 ---
Density functional theory data (ωB97M-V/def2-TZVPD) for a 2-piece molecular cluster, C3H5FN overall.

XYZ file:
```
10
Properties=species:S:1:pos:R:3
F -3.20 0.25 -0.95
N 0.63 0.57 0.31
C -0.47 -1.44 0.12
C 0.84 -0.80 -0.07
C -2.23 0.73 -0.36
H 1.16 1.32 -0.21
H -0.42 0.76 0.11
H 1.52 -1.20 0.80
H 1.37 -1.01 -1.02
H 0.81 0.83 1.27
```

**Molecular weight**: 74.1 g/mol
**Net charge**: +1
**Kohn-Sham gap (alpha / beta)**: 7.49 / 7.88 eV
**HOMO level (alpha / beta)**: -12.94 / -13.80 eV
**LUMO (alpha / beta)**: -0.2003 / -0.2176 Ha

Atom charges from the Löwdin analysis, given in e for atoms 1 to 6: F 0.12; N 0.09; C 0.26; C -0.31; C 0.14; H 0.20

***

--- 2 ---
Density functional theory data (ωB97M-V/def2-TZVPD) for an isolated ion of composition C3H5FN and charge +1.

XYZ file:
```
10
Properties=species:S:1:pos:R:3
F -1.81 -0.90 -2.84
N 0.67 0.89 0.63
C -1.05 -0.80 -1.76
C 0.09 -0.51 0.67
C -0.69 -0.51 -0.57
H 0.05 1.60 0.14
H -0.58 -0.63 1.41
H 0.80 -1.42 0.55
H 1.56 0.97 0.19
H 0.97 1.30 1.58
```

**Molecular weight**: 74.1 g/mol
**Net charge**: +1
**Kohn-Sham gap**: 10.45 eV
**HOMO level**: -14.72 eV
**LUMO**: -0.1569 Ha
**SMILES**: [NH3+]CC#CF

Atom charges from the Löwdin analysis, given in e for atoms 1 to 6: F 0.14; N 0.18; C 0.00; C -0.13; C -0.03; H 0.20

***

--- 3 ---
Density functional theory data (ωB97M-V/def2-TZVPD) for an isolated ion of composition C3H5FN and charge +1.

XYZ file:
```
10
Properties=species:S:1:pos:R:3
F -4.61 -0.39 -0.07
N 0.19 -0.47 -0.05
C -2.07 0.24 0.42
C -0.72 0.71 -0.02
C -3.42 -0.06 -0.20
H -0.27 1.23 0.90
H -0.83 1.27 -0.97
H 0.09 -0.93 0.91
H 1.03 -0.04 -0.51
H -0.04 -1.23 -0.61
```

**Molecular weight**: 74.1 g/mol
**Net charge**: +1
**Kohn-Sham gap**: 9.12 eV
**HOMO level**: -13.95 eV
**LUMO**: -0.1774 Ha
**SMILES**: [NH3+]CC#CF

Atom charges from the Löwdin analysis, given in e for atoms 1 to 6: F 0.19; N 0.16; C 0.03; C -0.23; C 0.00; H 0.16

***

The energy of each structure relative to the most stable one, in eV, is as follows: 1 6.146; 2 0.000; 3 2.187.

***

--- 1 ---
Density functional theory data (ωB97M-V/def2-TZVPD) for the molecule C2H6O2.

XYZ file:
```
10
Properties=species:S:1:pos:R:3
O 1.40 -0.85 -0.01
O -1.29 -1.02 -0.09
C -0.87 0.30 0.06
C 0.73 0.42 -0.13
H 1.42 -1.15 0.77
H -0.57 -1.54 -0.44
H 1.01 1.12 0.53
H -1.41 0.85 1.13
H -1.32 1.01 -0.67
H 0.91 0.86 -1.15
```

**Molecular weight**: 62.1 g/mol
**Kohn-Sham gap**: 10.89 eV
**HOMO level**: -9.99 eV
**LUMO**: 0.0330 Ha
**SMILES**: OCCO

Atom charges from the Löwdin analysis, given in e for atoms 1 to 6: O 0.01; O -0.08; C -0.26; C -0.17; H -0.03; H 0.07

***

--- 2 ---
Density functional theory data (ωB97M-V/def2-TZVPD) for a 2-piece molecular cluster, C2H6O2 overall.

XYZ file:
```
10
Properties=species:S:1:pos:R:3
O 0.95 -0.69 0.23
O -1.11 -0.48 2.17
C -0.27 0.78 -1.14
C 0.53 -0.26 -1.03
H -0.55 1.35 -0.26
H 1.91 -0.77 0.21
H -0.41 -0.64 1.50
H 0.91 -0.93 -1.80
H -0.75 1.17 -2.02
H -1.20 0.48 2.15
```

**Molecular weight**: 62.1 g/mol
**Kohn-Sham gap**: 10.75 eV
**HOMO level**: -10.05 eV
**LUMO**: 0.0259 Ha
**SMILES**: C=CO.O

Atom charges from the Löwdin analysis, given in e for atoms 1 to 6: O -0.06; O -0.08; C 0.03; C -0.24; H 0.06; H 0.10

***

--- 3 ---
Density functional theory data (ωB97M-V/def2-TZVPD) for the molecule C2H6O2.

XYZ file:
```
10
Properties=species:S:1:pos:R:3
O -1.21 -0.64 0.00
O 1.22 -0.71 -0.10
C -0.63 0.64 -0.18
C 0.81 0.61 0.15
H -1.64 -0.27 0.84
H -0.89 1.08 -1.23
H 0.93 0.90 1.29
H -1.38 1.34 0.44
H 1.51 1.34 -0.44
H 0.28 -1.08 0.05
```

**Molecular weight**: 62.1 g/mol
**Kohn-Sham gap**: 10.37 eV
**HOMO level**: -9.81 eV
**LUMO**: 0.0208 Ha
**SMILES**: OCCO

Atom charges from the Löwdin analysis, given in e for atoms 1 to 6: O -0.09; O -0.10; C -0.30; C -0.30; H 0.14; H 0.15

***

--- 4 ---
Density functional theory data (ωB97M-V/def2-TZVPD) for a 2-piece molecular cluster, C2H6O2 overall.

XYZ file:
```
10
Properties=species:S:1:pos:R:3
O -0.90 -0.24 -1.51
O 0.55 -1.95 1.82
C -0.04 0.38 -0.61
C -0.33 1.66 -0.37
H -0.15 -1.28 1.87
H -0.51 -1.06 -1.84
H 0.28 2.25 0.30
H 1.40 -1.58 1.60
H -0.99 2.10 -1.11
H 0.69 -0.27 -0.15
```

**Molecular weight**: 62.1 g/mol
**Kohn-Sham gap**: 9.96 eV
**HOMO level**: -9.25 eV
**LUMO**: 0.0261 Ha
**SMILES**: C=CO.O

Atom charges from the Löwdin analysis, given in e for atoms 1 to 6: O -0.04; O -0.06; C -0.26; C 0.01; H 0.04; H 0.10

***

The energy of each structure relative to the most stable one, in eV, is as follows: 1 1.187; 2 0.000; 3 1.133; 4 0.170.